Molecular formula: C29H55NO24
Method: DFT, ωB97M-V/def2-TZVPD

Geometry as XYZ:
```
109
Properties=species:S:1:pos:R:3:forces:R:3:mulliken_charge:R:1
C 4.35744 3.39654 -3.42093 -1.5 -2.5 0.4 -0.49
C 5.64944 3.15654 -2.69793 0.6 -2.1 2.2 0.39
C 6.18944 4.28954 -1.77493 0.2 0.5 -1.3 -0.52
O 6.13644 3.86454 -0.44393 0.7 -0.1 0.3 -0.30
C 5.58844 2.67454 -0.38393 -0.3 -2.6 3.4 0.68
O 5.44544 2.07854 0.70907 0.0 1.5 -3.9 -0.63
O 5.31844 2.20354 -1.61993 -1.0 -0.5 1.5 -0.27
H 3.55444 3.74454 -2.76293 0.7 0.1 0.4 -0.44
H 3.91344 2.39354 -3.77193 1.1 1.5 0.2 0.16
H 4.34544 4.06054 -4.22593 0.6 1.0 -1.5 0.63
H 6.34744 2.39154 -3.13993 0.0 2.1 -0.9 0.25
H 5.50844 5.08454 -1.76293 -1.1 1.4 -0.7 0.23
H 7.16244 4.69654 -1.98593 0.5 -0.2 -0.2 0.33
C -4.73956 -3.94846 5.33607 0.8 2.1 1.0 -0.54
O -4.08756 -4.56246 4.24407 0.1 0.5 -3.7 -0.27
C -4.22056 -3.87446 3.03907 -5.0 5.9 -0.2 0.64
O -5.05256 -2.73746 2.79907 4.9 -6.7 2.3 -0.63
O -3.52956 -4.34446 2.05507 0.6 -1.6 1.3 -0.33
C -3.31556 -3.54646 0.90307 2.2 1.0 0.7 -0.54
H -4.46456 -2.85046 5.17907 -1.1 -1.2 0.8 0.27
H -4.20056 -4.29846 6.27707 -1.0 0.2 -1.3 0.24
H -5.84156 -4.10746 5.33107 0.9 0.1 0.1 0.25
H -3.24956 -2.52646 1.22007 0.3 0.6 0.2 0.20
H -4.11156 -3.53846 0.25407 -1.9 -0.7 -1.6 0.61
H -2.34956 -3.83946 0.44207 -0.7 -0.2 0.3 0.08
C 1.89944 5.60954 -2.95793 -2.0 -0.1 -1.4 -0.60
O 1.14444 4.98154 -1.88793 1.4 0.0 3.0 -0.26
C 1.74044 4.90554 -0.66593 8.4 3.7 -1.7 0.77
O 3.06944 5.41754 -0.42893 -7.6 -2.9 -1.5 -0.66
O 1.09744 4.27454 0.21207 -2.0 -0.4 -0.8 -0.25
C 1.71344 3.98754 1.40907 1.7 -0.5 2.9 -0.48
H 2.96944 5.78454 -2.87593 -0.3 0.2 1.0 0.30
H 1.28944 6.56154 -3.18193 1.3 -1.5 -0.1 0.29
H 1.78944 4.77454 -3.70193 0.0 1.4 -0.1 0.21
H 2.12244 4.85154 1.92207 -0.3 0.7 -0.3 0.45
H 2.64044 3.38954 1.31907 -0.8 -0.3 -0.5 0.15
H 0.97144 3.54654 2.08907 0.2 -0.2 -0.6 0.12
C -0.88556 0.80954 -5.59793 -3.4 1.4 0.8 -0.41
O 0.35344 1.04554 -5.10093 4.2 0.5 2.8 -0.34
C 0.56744 1.39154 -3.79393 -5.8 0.4 4.2 0.74
O -0.53756 1.66354 -2.90693 7.0 -1.7 -5.5 -0.59
O 1.87044 1.35354 -3.44293 -1.8 -0.1 -2.1 -0.50
C 2.26844 1.28954 -2.07693 -0.8 -0.2 2.2 0.33
H -0.90956 0.59054 -6.63093 0.8 0.3 -1.3 0.32
H -1.50456 1.68454 -5.35093 -0.1 -0.2 -0.5 0.31
H -1.42156 -0.01146 -5.18293 0.0 -0.9 1.0 0.00
H 1.47944 0.78754 -1.51593 -0.2 0.4 0.1 0.03
H 2.42344 2.29854 -1.63893 -0.1 -0.7 -0.5 -0.20
H 3.14044 0.63754 -1.86793 -0.2 0.7 -1.0 0.28
C -2.81156 -5.99146 -1.73393 -1.9 -1.1 3.3 -0.43
O -1.90356 -5.94446 -2.74293 -1.0 -3.0 -3.1 -0.30
C -0.89056 -5.26546 -2.64993 5.6 4.4 9.9 0.85
O -0.41856 -4.75746 -1.38493 -2.9 -2.2 -6.4 -0.59
O -0.16956 -5.12546 -3.67393 0.9 0.3 -2.5 -0.38
C 0.78044 -4.05346 -3.68493 -0.1 1.3 0.8 -0.43
H -3.26656 -5.05646 -1.82593 -1.6 1.4 0.4 0.12
H -2.40856 -6.04146 -0.68393 0.1 -0.2 -1.3 0.29
H -3.54856 -6.81346 -1.89593 0.8 0.7 -0.1 0.26
H 0.27044 -3.09346 -3.83493 -0.4 -0.2 0.9 0.03
H 1.27944 -4.07646 -4.60293 1.1 -1.0 -1.3 0.37
H 1.48644 -4.00946 -2.83493 -0.8 -0.4 -0.4 0.27
C 2.65444 0.84954 3.41107 2.2 2.8 -1.1 -0.09
O 2.10344 -0.38346 3.09907 -0.8 -2.2 -0.3 -0.26
C 1.93744 -0.64346 1.84207 -0.1 2.1 -8.1 0.46
O 2.26044 0.20754 0.73307 -1.9 -5.1 7.0 -0.30
O 1.30344 -1.89046 1.62407 1.9 2.6 2.9 -0.31
C 0.98944 -2.42846 0.38007 -2.4 0.4 -2.4 -0.34
H 3.59744 0.96254 2.76107 -1.4 0.2 1.0 0.23
H 2.94544 1.00154 4.47107 -0.5 -0.9 -0.6 0.31
H 1.92544 1.63654 3.13307 0.5 -0.4 0.1 -0.24
H 1.05344 -3.52846 0.28107 0.2 0.5 1.0 0.27
H 1.60044 -2.02846 -0.42193 0.2 0.4 0.0 0.24
H -0.12556 -2.17746 0.12907 2.0 -0.4 0.5 -0.01
C -1.47556 0.88654 0.21707 -0.9 2.0 1.9 -0.53
O -1.71056 -0.35346 0.87707 0.6 -2.4 0.7 -0.12
C -1.38456 -0.44546 2.14907 1.9 6.9 3.8 0.52
O -0.98156 0.72554 2.81207 -1.9 -6.7 -3.1 -0.65
O -1.54056 -1.62646 2.72407 -1.0 2.0 -5.6 0.23
C -1.29056 -1.86746 4.01307 -0.5 0.2 3.6 -0.55
H -0.49756 1.32954 0.45207 -0.1 -0.6 -0.3 0.16
H -2.21456 1.55154 0.73607 0.6 0.0 -1.0 0.31
H -1.68056 0.78154 -0.83193 0.1 -0.2 -0.3 0.13
H -0.39756 -2.43146 4.02607 0.8 -1.1 0.6 0.40
H -2.19856 -2.36746 4.41607 0.9 0.0 0.0 -0.16
H -1.10456 -0.96946 4.59607 -0.1 0.2 0.0 0.24
C -1.88356 -1.95146 -2.21593 -0.5 4.2 0.9 -0.39
O -2.27456 -2.05046 -3.55493 -2.0 -1.2 -3.3 -0.20
C -3.45756 -2.55746 -3.97893 -4.7 -3.6 7.6 0.63
O -4.42956 -3.12846 -3.04093 5.8 3.5 -5.4 -0.64
O -3.63956 -2.60046 -5.24393 1.1 0.5 -1.4 -0.24
C -4.88456 -2.97046 -5.88493 -0.9 -0.6 -0.7 -0.63
H -0.94156 -1.33546 -2.28593 -0.7 -1.2 0.4 -0.06
H -1.87956 -2.79646 -1.61593 0.6 -2.1 0.3 0.12
H -2.59756 -1.28946 -1.67193 0.3 -0.2 -0.5 0.49
H -4.75156 -3.20046 -7.01793 0.4 0.9 2.1 0.23
H -5.58256 -2.13046 -5.72693 0.3 -0.5 -0.2 0.30
H -5.30756 -3.89446 -5.45493 0.4 0.6 0.2 0.29
C 0.30244 4.07454 5.62607 2.3 -2.0 1.0 -1.25
C -0.09856 2.55354 5.69307 -1.2 0.9 0.0 0.26
C -0.53156 2.13254 7.17607 1.9 1.2 -0.4 -0.46
C -0.81056 0.69754 7.35607 -0.3 0.6 -0.1 0.22
N -1.08456 -0.41046 7.49307 0.2 0.1 -0.1 -0.45
H 1.36644 4.14754 6.12007 -2.2 0.5 -0.7 0.29
H -0.45656 4.71754 6.03607 -0.1 0.2 0.7 0.39
H 0.38444 4.37054 4.59807 0.3 0.1 -0.6 0.24
H 0.64144 1.89754 5.22707 0.3 0.1 0.7 0.03
H -0.91056 2.45154 4.95907 -0.3 -0.3 0.6 0.18
H -1.33856 2.79454 7.54707 0.1 -0.7 -0.4 0.31
H 0.35244 2.43054 7.83907 -1.0 -0.7 -0.7 0.27
```
Positions in Å, forces in eV/Å.

Computed properties:
Total charge: 0
Multiplicity: 1
SMILES string: C[C@H]1COC(=O)O1.COC(=O)OC.COC(=O)OC.COC(=O)OC.COC(=O)OC.COC(=O)OC.COC(=O)OC.COC(=O)OC.CCCC#N
Orbital gap, eV: 10.1684
Molecular weight, Da: 801.74
Energy above the lowest of the compared OMol25 structures with the same formula, charge and spin, kJ/mol: 197.49
E_tot, Eh: -2998.042059
LUMO level, hartree: 0.0131

***

Molecular formula: C29H55NO3P
Method: DFT, ωB97M-V/def2-TZVPD

Geometry as XYZ:
```
89
Properties=species:S:1:pos:R:3:forces:R:3:mulliken_charge:R:1
C 10.72212 -1.27604 1.99660 -0.7 -0.3 0.0 -1.04
C 9.84643 -0.83748 0.72289 0.1 0.1 1.0 -0.42
C 8.41147 -1.57616 0.83424 0.4 0.2 -0.7 -0.59
C 7.81612 -1.82171 -0.65602 -0.2 0.1 0.8 -0.51
C 6.39177 -1.07162 -0.82324 0.1 -0.2 -0.4 -0.74
C 6.30270 -0.24106 -2.21698 0.4 0.0 0.6 -0.52
C 5.74707 1.27157 -2.00363 -0.3 -0.2 -0.8 -0.66
C 4.44837 1.49535 -2.96127 0.1 -0.4 0.5 -0.86
C 3.07692 1.11815 -2.16297 0.5 0.8 -0.1 -0.68
C 2.47979 2.49458 -1.51830 -0.2 -0.8 -0.2 -0.72
C 1.01087 2.82575 -2.12635 0.1 -1.2 0.8 -0.73
C -0.12050 2.19843 -1.13985 0.3 0.4 0.0 -0.28
C -1.54754 2.94463 -1.23898 0.4 0.0 0.3 -0.85
C -1.86540 3.57956 0.20323 -1.3 2.6 1.6 0.40
C -2.16035 5.10552 0.23076 0.3 -2.5 1.4 -0.72
N -2.44932 5.82202 1.45024 0.6 -4.4 0.4 0.00
C -2.50045 5.11519 2.70169 0.5 -2.2 -1.0 -0.43
C -2.25261 3.57203 2.84477 0.8 3.3 -3.6 -0.09
P -2.43148 2.86295 4.57499 -3.1 -1.3 3.5 0.93
O -3.86502 2.35979 4.79854 3.5 1.1 -1.2 -0.63
O -2.12257 4.11168 5.72061 0.3 -2.4 -2.3 -0.54
O -1.34933 1.61155 4.95217 -1.8 1.7 -1.3 -0.50
C -1.91914 2.78203 1.54745 -0.4 2.0 0.5 0.61
C -1.67369 1.21209 1.59291 0.1 -0.3 -1.1 -0.44
C -2.75150 0.38394 0.67672 -0.6 0.1 1.6 -0.10
C -3.93125 -0.04705 1.72084 0.2 -0.2 -0.5 -0.52
C -5.17040 -0.77608 1.01020 0.6 0.2 -0.6 -0.88
C -4.73848 -2.13753 0.21693 0.4 0.5 0.4 0.33
C -4.97829 -3.45902 1.09396 -1.0 0.2 0.0 -0.85
C -5.08036 -4.83144 0.25711 1.1 -0.5 0.4 -0.61
C -4.70170 -4.71722 -1.29599 0.1 -1.0 -0.5 -0.47
C -5.91740 -4.32210 -2.27556 0.0 0.2 0.3 -0.72
C -7.26976 -3.85335 -1.54470 -0.6 0.5 -2.1 -0.20
C -8.03127 -2.86240 -2.59988 0.9 0.6 1.2 -1.16
H 10.74226 -2.43183 2.00632 0.3 1.8 0.0 0.28
H 11.77447 -0.83740 2.01378 -1.4 -0.7 -0.1 0.32
H 10.16989 -0.96625 2.96328 0.9 -0.4 -1.5 0.25
H 10.39323 -1.05896 -0.26632 -0.9 0.1 1.6 0.32
H 9.68682 0.30914 0.75273 0.2 -1.8 -0.1 0.21
H 7.74331 -0.88611 1.45980 0.8 -1.1 -1.0 0.30
H 8.46325 -2.57856 1.40088 0.2 1.6 -0.9 0.35
H 8.60371 -1.44413 -1.41107 -1.5 -0.5 1.1 0.30
H 7.71782 -2.95530 -0.83283 0.0 1.8 0.2 0.32
H 6.19612 -0.35686 0.06592 0.5 -1.1 -1.5 0.30
H 5.55934 -1.86667 -0.76531 1.2 1.3 -0.2 0.25
H 5.64917 -0.81490 -2.95991 0.8 0.9 1.0 0.31
H 7.36366 -0.21231 -2.67707 -1.7 0.1 0.7 0.34
H 5.47942 1.44629 -0.89096 0.3 -0.3 -1.8 0.30
H 6.53584 2.07045 -2.27497 -1.1 -1.4 0.4 0.35
H 4.51838 0.83307 -3.89809 0.1 1.0 1.4 0.37
H 4.46534 2.58335 -3.31709 -0.4 -1.5 0.5 0.39
H 3.31550 0.35285 -1.33251 -0.3 1.2 -1.3 0.27
H 2.30333 0.62570 -2.86439 1.2 0.9 1.1 0.43
H 2.45481 2.35432 -0.37395 -0.2 0.5 -1.7 0.27
H 3.19929 3.34735 -1.75469 -1.0 -1.1 0.4 0.46
H 0.92107 2.25388 -3.11503 0.1 1.2 1.2 0.32
H 0.86914 3.94844 -2.27638 0.1 -1.5 0.2 0.37
H 0.26924 2.34849 -0.07253 -0.5 -0.3 -1.5 0.15
H -0.25511 1.06829 -1.31008 0.3 1.7 0.2 0.21
H -2.37537 2.23469 -1.60723 1.2 1.1 0.9 0.32
H -1.46569 3.76149 -2.05011 -0.2 -1.0 1.6 0.49
H -2.16373 5.72515 -0.73820 0.0 -1.1 1.8 0.36
H -2.64193 6.83435 1.41860 0.1 -0.8 0.1 0.32
H -2.76042 5.71993 3.63028 0.5 -0.8 -1.5 0.44
H -2.22852 3.71851 6.62334 0.0 0.3 -0.9 0.36
H -1.88706 0.78422 4.81838 0.6 1.0 0.4 0.39
H -1.73480 0.74346 2.62950 0.1 1.2 -1.3 0.10
H -0.63046 0.93507 1.17789 -1.6 0.9 0.8 0.40
H -3.22275 1.02834 -0.13736 0.8 -1.0 1.0 -0.05
H -2.20226 -0.53169 0.26539 -0.9 1.4 0.4 0.32
H -3.46775 -0.75252 2.49305 -0.6 0.9 -0.9 0.27
H -4.25996 0.90451 2.27282 0.3 -1.4 -0.7 0.25
H -6.01149 -0.98914 1.75696 1.3 0.3 -1.0 0.38
H -5.59202 -0.03324 0.23400 0.6 -1.1 1.2 0.32
H -3.61388 -2.11053 -0.05932 -1.8 0.1 0.4 0.06
H -5.30264 -2.10286 -0.77362 0.7 -0.5 1.4 -0.07
H -4.16540 -3.54289 1.90290 -1.2 0.2 -1.3 0.30
H -5.98017 -3.33061 1.65345 1.5 -0.1 -0.8 0.23
H -6.10056 -5.34471 0.42859 1.6 1.0 -0.5 0.29
H -4.30775 -5.55732 0.72591 -1.3 1.1 -0.8 0.36
H -3.78900 -4.03678 -1.50596 -1.5 -1.0 0.7 0.21
H -4.35258 -5.77309 -1.62223 -0.5 1.7 0.6 0.36
H -6.16260 -5.23751 -2.92088 0.3 1.4 0.8 0.37
H -5.58828 -3.48074 -2.98709 -0.4 -1.2 1.0 0.21
H -7.12249 -3.22970 -0.60241 -0.1 -1.3 -1.1 0.17
H -7.94264 -4.76633 -1.41841 1.0 1.3 0.4 0.35
H -8.21367 -3.34948 -3.61383 0.1 0.7 1.5 0.32
H -8.97598 -2.42054 -2.11552 1.2 -0.9 -1.0 0.33
H -7.30322 -1.96899 -2.73159 -1.2 -1.3 -0.1 0.25
```
Positions in Å, forces in eV/Å.

Computed properties:
Total charge: +1
Multiplicity: 1
SMILES string: CCCCCCCCCCCCCc1c[nH+]cc(P(=O)(O)O)c1CCCCCCCCCCC
Orbital gap, eV: 6.7343
Molecular weight, Da: 496.74
E_tot, Eh: -1759.327570
LUMO level, hartree: -0.1762

***

What is the total charge in the first record? 0

***

Look up the E_tot of the second one. -1759.327570 Eh

***

Number 1 is which compound? C29H55NO24

***

Which formula does entry 1 have? C29H55NO24